(1)
Computed, not measured: one molecule with the formula C28H37N5O4 in a non-equilibrium geometry, with ωB97M-V/def2-TZVPD.

```
! RIJCOSX wB97M-V def2-TZVPD def2/J DEFGRID3
* xyz 0 1
O -5.681 1.579 -1.288
O -1.979 4.521 -1.076
O -0.826 -0.006 3.455
O 1.132 0.884 3.506
N -3.793 0.750 -0.366
N 5.878 -1.434 -0.032
N 2.371 0.762 1.026
N -3.210 5.476 0.540
N 0.119 0.547 2.914
C -1.310 1.110 1.086
C -6.056 -2.581 0.977
C -2.967 1.921 -0.607
C -8.536 -2.724 -1.895
C 4.924 -0.536 0.579
C -2.824 4.421 -0.216
C -5.751 -0.631 -0.408
C 4.493 0.705 -0.221
C 7.989 -0.291 -0.736
C -3.551 3.136 0.135
C -0.008 0.882 1.537
C -0.460 1.988 -0.955
C -5.700 -3.401 2.180
C 2.685 -0.433 1.769
C 5.664 -1.872 -1.394
C 7.817 -0.829 -2.153
C -6.782 -1.061 -1.234
C 0.823 1.744 -0.538
C 1.106 1.136 0.703
C 3.532 1.526 0.638
C -7.070 -3.002 0.123
C 3.651 -1.305 0.961
C -7.447 -2.252 -0.981
C -1.558 1.649 -0.157
C 6.331 -0.992 -2.462
C 7.281 -1.229 0.249
C -5.093 0.667 -0.735
C -5.398 -1.392 0.703
H -8.108 -3.294 -2.720
H -9.077 -1.880 -2.316
H -3.963 5.410 1.201
H -4.632 -1.050 1.384
H 3.989 0.401 -1.140
H 4.592 -1.942 -1.583
H 6.083 -2.883 -1.475
H 5.860 -0.008 -2.491
H -6.519 -3.388 2.899
H 8.311 -1.801 -2.230
H -3.336 -0.063 0.013
H 1.774 -1.008 1.945
H 3.922 -2.182 1.548
H -3.513 2.975 1.214
H -0.633 2.448 -1.914
H 4.051 1.829 1.559
H -2.976 2.157 -1.679
H 3.144 -1.647 0.057
H 9.048 -0.227 -0.479
H 1.640 1.983 -1.201
H 7.767 -2.212 0.197
H -2.116 0.891 1.773
H -4.595 3.239 -0.169
H 5.356 1.320 -0.479
H -9.236 -3.367 -1.367
H -4.809 -3.013 2.669
H 3.219 2.433 0.121
H 8.282 -0.157 -2.877
H -7.582 -3.931 0.335
H 6.197 -1.457 -3.440
H -7.055 -0.445 -2.078
H 7.564 0.712 -0.666
H 5.387 -0.187 1.510
H 3.121 -0.174 2.742
H 7.388 -0.859 1.271
H -2.822 6.383 0.340
H -5.522 -4.437 1.898
*
```

Results
M: 507.63 u
energy relative to the best compared isomer or geometry (same formula, charge and spin): 10.4 kJ/mol
LUMO level: -0.2 eV
E: -1663.8684 hartree
gap between HOMO and LUMO: 7.8 eV
structure (SMILES): Cc1cc(C)cc(C(=O)N[C@@H](CC(N)=O)c2ccc(N3CCC(N4CCCCC4)CC3)c([N+](=O)[O-])c2)c1
highest occupied orbital energy: -8.01 eV

---

(2)
Computed, not measured: a 5-piece molecular cluster, C28H37N7O3S overall in a non-equilibrium geometry, with ωB97M-V/def2-TZVPD.

```
! RIJCOSX wB97M-V def2-TZVPD def2/J DEFGRID3
* xyz 0 1
S 5.076 -2.426 0.805
O -1.977 -0.694 1.923
O 3.608 -0.201 -0.536
O -1.214 3.630 0.832
N 0.910 -4.268 3.065
N 4.950 -1.517 -1.862
N -1.968 3.599 -6.807
N 1.877 -1.321 5.375
N 4.462 -0.602 -2.746
N -0.698 -1.146 -2.633
N -1.485 1.243 0.463
C -1.658 -2.576 5.567
C -1.957 4.446 -5.984
C -1.089 -0.049 -2.826
C -3.305 0.513 -4.757
C 4.111 -0.754 3.000
C 2.878 0.144 2.509
C 4.094 -2.232 2.366
C -3.064 1.309 -3.479
C 3.616 0.212 -1.897
C -1.455 -1.383 6.496
C 4.480 -1.322 -0.533
C -1.943 5.522 -4.937
C 1.410 -4.621 2.054
C 3.152 1.667 2.218
C -3.371 5.997 -4.658
C 2.003 2.602 1.691
C -0.560 -0.302 5.887
C -1.589 1.351 -3.075
C 0.637 1.926 1.467
C 1.457 -0.496 2.292
C 0.799 -0.870 5.596
C 0.336 0.424 1.773
C -1.203 0.165 1.443
C -4.053 6.582 -5.890
C -0.758 2.470 0.924
C 2.044 -5.068 0.768
C 0.959 -5.352 -0.274
C -0.004 -6.453 0.156
H -2.430 -0.947 6.733
H 4.189 2.122 2.375
H -3.347 6.755 -3.870
H -0.952 0.882 -0.359
H -3.424 2.332 -3.624
H 0.532 -7.388 0.351
H -3.022 -0.536 -4.639
H -0.994 0.079 4.959
H -0.741 -6.641 -0.628
H 1.244 -1.599 2.490
H -2.736 0.932 -5.592
H -4.160 5.838 -6.683
H 2.714 -4.283 0.408
H 3.080 1.102 -2.377
H -3.972 5.162 -4.283
H -3.658 0.870 -2.670
H 4.202 -0.757 4.141
H -0.455 0.535 6.582
H -0.554 -6.178 1.060
H 2.146 3.702 1.448
H -4.365 0.534 -5.023
H 3.044 -2.667 2.226
H 0.387 -4.439 -0.472
H -1.023 -1.736 7.438
H -2.326 -3.308 6.029
H 2.641 -5.965 0.955
H -2.102 -2.263 4.617
H -0.715 -3.087 5.354
H -1.323 6.353 -5.286
H -0.988 1.813 -3.863
H -5.057 6.932 -5.637
H -3.486 7.430 -6.286
H 4.603 -2.918 3.147
H 1.436 -5.643 -1.214
H -1.466 1.942 -2.164
H 5.066 -0.237 2.603
H -1.493 5.125 -4.023
*
```

Results
M: 551.72 u
LUMO level: -0.9 eV
E: -2096.0298 hartree
gap between HOMO and LUMO: 7.8 eV
structure (SMILES): O=C1NC(=O)c2cc(CCSc3nnco3)ccc21.CCCC#N.CCCC#N.CCCC#N.CCCC#N
highest occupied orbital energy: -8.76 eV

---

(3)
Computed, not measured: C28H38BN7OsS3 as an isolated structure in a non-equilibrium geometry, with ωB97M-V/def2-TZVPD.

```
! RIJCOSX wB97M-V def2-TZVPD def2/J DEFGRID3
* xyz 2 1
Os 0.861 0.270 -0.678
S -0.121 -1.814 -0.911
S -0.983 1.544 -1.457
S 1.108 0.987 1.486
N -0.598 3.077 2.147
N -1.074 -1.328 1.586
N -3.197 0.082 -2.292
N -2.664 -0.242 -0.193
N 7.742 -1.899 -2.087
N -1.640 1.217 1.662
N 0.381 -2.964 1.598
C -2.776 -0.632 -4.603
C -0.264 -2.075 0.817
C 1.383 3.677 3.529
C 1.419 -4.045 1.309
C 2.718 -3.604 1.986
C 3.084 -0.721 -2.285
C -0.432 1.791 1.772
C 6.701 -1.449 -1.888
C 1.227 4.434 1.109
C -4.060 -0.865 -1.777
C -0.909 -1.730 2.889
C -2.593 1.805 -4.069
C -4.820 0.727 -4.034
C -3.735 -1.057 -0.485
C -1.957 3.312 2.262
C 3.860 0.264 -0.205
C 5.137 -0.193 -0.471
C 5.382 -0.923 -1.634
C -3.329 0.510 -3.753
C -0.012 -2.737 2.902
C 1.673 -4.263 -0.175
C -2.335 0.437 -1.316
C 2.802 -0.045 -1.079
C -0.235 5.426 2.842
C 4.360 -1.164 -2.559
C 0.464 4.143 2.400
C 0.891 -5.350 1.910
C -2.593 2.169 1.949
B -2.131 -0.213 1.273
H -1.453 -1.276 3.704
H -2.897 2.116 -5.068
H -4.180 -1.708 0.252
H 0.370 -3.305 3.733
H -3.069 -0.451 1.984
H 0.781 -5.302 2.994
H 1.925 5.251 1.298
H -4.847 -1.314 -2.355
H -1.515 1.683 -4.080
H -5.263 1.411 -3.307
H 2.628 -3.579 3.074
H -0.799 5.289 3.767
H 1.804 3.583 0.761
H 2.149 -3.402 -0.646
H 3.695 0.844 0.692
H -4.925 1.169 -5.024
H -2.364 4.263 2.548
H 1.934 2.771 3.275
H -5.389 -0.204 -4.038
H 0.812 3.497 4.443
H 4.578 -1.698 -3.475
H 3.512 -4.309 1.732
H 1.598 -6.150 1.689
H -3.650 1.950 1.929
H 2.358 -5.107 -0.258
H 5.946 0.018 0.215
H -2.860 2.608 -3.378
H 0.540 4.749 0.319
H 2.115 4.460 3.732
H -2.889 -0.382 -5.659
H 2.302 -0.922 -3.007
H 0.764 -4.527 -0.720
H -0.892 5.826 2.066
H -3.310 -1.567 -4.416
H -1.713 -0.790 -4.399
H 0.533 6.173 3.036
H -0.074 -5.617 1.472
H 3.014 -2.611 1.634
*
```

Results
M: 769.90 u
energy relative to the best compared isomer or geometry (same formula, charge and spin): 73.7 kJ/mol
LUMO level (alpha / beta): -7.9 / -7.9 eV
E: -2782.7318 hartree
gap between HOMO and LUMO (alpha / beta): 6.1 / 6.1 eV
highest occupied orbital energy (alpha / beta): -13.98 / -13.98 eV

---

(4)
Computed, not measured: C28H38Cl4Cs3FILiO13 as an isolated structure in a non-equilibrium geometry, with ωB97M-V/def2-TZVPD.

```
! RIJCOSX wB97M-V def2-TZVPD def2/J DEFGRID3
* xyz 0 1
Cs 2.971 -6.016 2.205
Cs 2.471 3.851 -2.591
Cs -11.498 7.906 -2.204
I -0.326 -3.876 -3.201
Cl -12.407 2.974 0.305
Cl -10.464 1.485 -1.253
Cl -11.015 4.273 -1.920
Cl 2.430 -6.148 -1.244
F -6.864 -0.086 -0.761
O 1.454 5.205 3.717
O 6.827 -3.641 1.100
O -2.393 1.291 -3.120
O 8.346 -5.274 3.015
O -7.053 6.001 -0.138
O 10.048 -2.037 4.822
O -2.075 -0.938 -3.099
O 2.157 0.277 1.950
O 2.671 4.754 2.038
O 2.810 -4.496 0.691
O 0.765 1.912 -2.406
O 0.460 4.778 1.784
O -5.934 3.296 -0.235
C 1.640 -0.608 -0.177
C -4.435 0.403 -1.069
C 1.254 -0.199 -1.446
C -2.426 0.256 -2.522
C 1.515 1.225 -1.754
C 0.663 -1.080 -2.367
C 8.776 -3.990 2.536
C -6.612 3.816 0.883
C -1.182 -0.804 -4.181
C 2.306 0.344 0.773
C 0.834 -2.797 -0.632
C -7.037 5.929 -1.529
C 11.130 -2.554 5.429
C 3.187 1.364 0.127
C 1.484 4.908 2.483
C 1.421 -1.893 0.246
C 0.472 -2.401 -1.917
C 8.390 -6.279 2.029
C 7.608 -3.112 2.191
C 5.713 -4.343 1.552
C -7.635 4.839 0.460
C 2.838 1.783 -1.075
C 2.007 -4.883 -0.107
C -4.655 3.846 -0.471
C 0.300 -0.634 -3.759
C 0.650 -4.211 -0.098
C -2.896 0.162 -1.117
C -11.704 2.716 -1.288
Li -9.495 6.405 -2.855
H -1.437 0.003 -4.860
H -4.387 3.609 -1.501
H 9.414 -6.648 1.904
H 4.074 1.705 0.635
H -8.185 5.186 1.340
H 6.976 -2.956 3.069
H -4.621 4.931 -0.335
H -8.056 6.141 -1.914
H -12.488 2.411 -1.967
H 12.113 -2.382 4.917
H -2.424 0.958 -0.546
H 9.332 -3.501 3.346
H -7.141 2.983 1.355
H -8.353 4.379 -0.227
H 8.017 -5.929 1.061
H 0.369 -4.111 0.949
H 4.907 -3.644 1.825
H -4.805 0.424 -0.055
H 9.451 -4.110 1.683
H 3.484 2.530 -1.598
H 11.129 -3.672 5.567
H -4.699 1.350 -1.524
H 5.954 -4.977 2.417
H 1.704 -2.190 1.241
H -0.126 -4.769 -0.599
H 0.892 -1.255 -4.437
H -2.726 -0.827 -0.700
H 7.984 -2.139 1.872
H -1.265 -1.715 -4.756
H -4.996 -0.368 -1.577
H 5.364 -4.984 0.736
H -6.733 4.947 -1.897
H 11.332 -2.189 6.469
H -5.912 4.229 1.616
H -3.925 3.369 0.192
H 0.601 0.379 -3.959
H 7.766 -7.111 2.365
H -6.351 6.683 -1.914
*
```

Results
M: 1275.97 u
LUMO level: -3.4 eV
E: -4373.3459 hartree
gap between HOMO and LUMO: 0.9 eV
highest occupied orbital energy: -4.29 eV

---

(5)
Computed, not measured: a 5-piece molecular cluster, C28H39Br2F12IO10 overall in a non-equilibrium geometry, with ωB97M-V/def2-TZVPD.

```
! RIJCOSX wB97M-V def2-TZVPD def2/J DEFGRID3
* xyz 0 1
I 8.286 -4.830 -1.149
Br 5.931 -0.098 2.114
Br 2.283 -2.533 0.440
F -0.425 -2.186 -4.815
F -0.088 11.353 9.009
F -1.407 12.243 7.543
F -7.742 -4.371 0.259
F -1.808 -3.428 -5.892
F -0.568 6.482 1.406
F -8.468 -5.958 -1.006
F -2.184 11.619 9.457
F -0.904 6.081 3.504
F -2.335 5.422 2.028
F -6.747 -4.793 -1.607
F 0.140 -4.192 -5.379
O 1.013 4.471 2.086
O -0.829 3.177 2.164
O -8.807 -3.936 -3.027
O 5.732 -0.634 -1.001
O -9.575 -2.961 -1.148
O -2.293 9.100 8.486
O -0.962 9.748 6.789
O -1.179 -3.471 -2.546
O 4.613 0.693 -2.368
O -2.133 -5.059 -3.826
C -2.679 -5.702 -2.658
C -1.323 11.309 8.495
C 4.712 -1.549 -3.110
C 5.865 -1.648 -4.132
C 1.852 3.302 2.011
C -1.415 -3.967 -3.607
C -9.048 -1.741 -4.056
C -1.107 8.460 6.160
C -9.665 -3.104 -3.830
C 3.326 -1.403 -3.786
C 6.397 -4.073 -0.398
C -3.957 -5.027 -2.208
C 6.591 -2.616 0.101
C 3.481 -1.410 1.478
C -7.941 -4.728 -1.003
C 1.932 2.776 0.595
C -8.878 -3.745 -1.715
C -2.394 8.378 5.370
C 5.953 -4.957 0.790
C 2.832 -0.857 2.720
C 4.980 -0.420 -2.129
C 4.728 -1.199 1.072
C -0.291 4.243 2.154
C 2.473 -2.682 -3.572
C -0.874 -3.432 -4.938
C 5.331 -1.750 -0.200
C -1.039 5.577 2.267
C -1.611 9.910 7.935
H 4.992 -4.563 1.131
H -9.780 -3.631 -4.775
H -3.768 -4.002 -1.888
H -8.052 -1.840 -4.490
H 3.086 -3.586 -3.560
H -10.649 -3.029 -3.369
H 3.432 -1.222 -4.855
H -4.398 -5.571 -1.377
H 3.481 -0.163 3.242
H 2.264 3.558 -0.088
H 5.891 -5.999 0.486
H 5.652 -4.119 -1.188
H 6.718 -2.105 -3.620
H -1.043 7.670 6.908
H 2.763 -0.579 -3.355
H 0.957 2.432 0.249
H 7.411 -2.189 -0.476
H 1.745 -2.749 -4.364
H 6.169 -0.674 -4.506
H -2.450 7.432 4.837
H -2.451 9.193 4.648
H -0.249 8.359 5.499
H 1.495 2.539 2.703
H 6.871 -2.593 1.150
H -9.668 -1.152 -4.730
H -3.263 8.458 6.023
H 6.683 -4.834 1.587
H -2.876 -6.729 -2.955
H 4.690 -2.525 -2.619
H 2.493 -1.665 3.364
H 2.001 -2.607 -2.591
H 4.622 -2.401 -0.701
H 5.599 -2.338 -4.931
H 2.630 1.940 0.543
H 1.944 -0.308 2.394
H -4.674 -4.990 -3.026
H -8.945 -1.196 -3.118
H 2.834 3.623 2.352
H -1.934 -5.724 -1.863
*
```

Results
M: 1050.30 u
energy relative to the best compared isomer or geometry (same formula, charge and spin): 0.0 kJ/mol
LUMO level: 0.2 eV
E: -8486.8918 hartree
gap between HOMO and LUMO: 9.8 eV
structure (SMILES): CC[C@@H](C)C(=O)O[C@@H](C[C@H](C)I)/C(Br)=C(/C)Br.CCOC(=O)C(F)(F)F.CCOC(=O)C(F)(F)F.CCOC(=O)C(F)(F)F.CCOC(=O)C(F)(F)F
highest occupied orbital energy: -9.56 eV

---

(6)
Computed, not measured: C28H39ClEuN3O4 as an isolated structure in a non-equilibrium geometry, with ωB97M-V/def2-TZVPD.

```
! RIJCOSX wB97M-V def2-TZVPD def2/J DEFGRID3
* xyz -1 8
Eu 0.485 0.362 0.696
Cl -0.445 -0.092 3.237
O 1.556 2.422 0.971
O -0.973 0.331 -1.702
O 1.899 0.499 -1.400
O -0.544 -3.099 -2.176
N 0.981 4.019 2.482
N -3.030 -0.699 -1.717
N 2.711 0.392 -3.529
C 1.898 -2.556 2.648
C -0.070 -3.328 -1.014
C -2.632 4.977 2.171
C -1.817 -0.424 -2.235
C 2.536 -0.052 -4.914
C -3.767 0.314 -0.994
C -3.033 -4.391 1.098
C -0.979 -4.026 -0.053
C -2.595 6.347 2.408
C -1.684 -6.258 0.389
C -1.592 1.854 0.703
C -2.052 7.214 1.448
C -1.607 5.340 -0.018
C -1.576 6.710 0.230
C 1.570 5.058 1.683
C 0.427 4.308 3.785
C 1.010 2.773 2.054
C -1.844 3.061 0.835
C 3.979 1.030 -3.197
C -2.071 -3.492 0.614
C -3.730 -1.914 -2.127
C -0.746 -5.383 -0.124
C 0.831 -2.553 1.602
C 1.742 0.222 -2.613
C 2.434 -2.012 -0.246
C -2.067 4.456 0.984
C -2.852 -5.775 0.990
C 1.054 -2.112 0.332
H 0.936 -3.886 -1.063
H 0.902 5.915 1.687
H 2.444 -2.194 -1.337
H 0.449 2.027 2.675
H 2.012 -3.583 2.994
H 0.129 3.352 4.251
H -2.182 -2.423 0.744
H -3.058 4.277 2.889
H -4.250 1.008 -1.692
H 1.719 4.709 0.672
H 2.518 0.817 -5.598
H -1.514 -7.326 0.318
H -4.401 -1.736 -2.986
H 1.632 -1.972 3.529
H 4.060 1.133 -2.118
H -2.984 6.753 3.344
H 0.148 -5.737 -0.621
H 3.128 -2.761 0.205
H -2.008 8.287 1.649
H -4.546 -0.197 -0.438
H -2.986 -2.682 -2.393
H -3.941 -3.998 1.566
H -3.097 0.861 -0.333
H -0.143 -2.917 1.942
H -0.458 4.944 3.691
H 2.868 -2.232 2.258
H 1.587 -0.608 -4.995
H -3.619 -6.459 1.384
H 3.381 -0.704 -5.200
H 4.034 2.011 -3.681
H 0.792 -0.196 -3.021
H 2.877 -1.007 -0.030
H 4.788 0.413 -3.597
H 1.183 4.801 4.401
H -1.249 4.915 -0.960
H 2.522 5.347 2.116
H -1.578 -0.972 -3.169
H -4.338 -2.272 -1.286
H -1.174 7.392 -0.527
*
```

Results
M: 669.05 u
energy relative to the best compared isomer or geometry (same formula, charge and spin): 146.6 kJ/mol
LUMO level (alpha / beta): 2.4 / 2.4 eV
E: -2726.0251 hartree
gap between HOMO and LUMO (alpha / beta): 5.5 / 6.2 eV
highest occupied orbital energy (alpha / beta): -3.06 / -3.80 eV

---

Q: Among the records above, which one has the lowest E?
A: C28H39Br2F12IO10